1.
Entry from the Open Molecules 2025 dataset: the molecule C3H7BO2 in a non-equilibrium geometry (ωB97M-V/def2-TZVPD).

Atoms and positions in Å:
O  1.499  0.249  2.558
O  0.585  -0.982  0.777
H  -2.498  -0.055  -1.640
H  0.948  0.863  0.299
H  0.309  0.883  -0.736
H  0.799  -1.633  -1.123
C  -0.402  0.152  -1.137
B  0.974  0.231  1.199
C  -1.667  0.626  -1.207
C  0.050  -1.182  -0.550
H  2.104  0.964  2.786
H  -0.701  -1.785  -0.238
H  -1.999  1.668  -0.987

Force components x, y, z for each atom (eV/Å):
O -0.936 0.200 -2.437
O 0.208 -0.026 0.643
H 1.184 1.010 1.355
H 1.369 3.226 0.444
H -0.906 -0.069 -2.038
H 1.024 -1.026 -0.868
C -1.303 1.137 2.076
B 1.972 -2.496 3.977
C -0.911 -1.471 -1.494
C 0.614 2.417 -0.069
H -0.363 0.081 -0.273
H -2.710 -2.215 -0.599
H 0.758 -0.767 -0.718

Properties
SMILES: C=CCOBO
E_tot: -293.7959 hartree
energy relative to the best compared isomer or geometry (same formula, charge and spin): 289.69 kJ/mol
Kohn-Sham gap: 10.41 eV

2.
Entry from the Open Molecules 2025 dataset: a cluster of 2 separate species, C3H7Br2N2 in total in a non-equilibrium geometry (ωB97M-V/def2-TZVPD).

Atoms and positions in Å:
H  0.474  1.961  0.238
C  -0.887  0.414  1.033
H  -2.797  0.922  1.192
C  -0.045  -0.769  0.847
H  1.604  -0.503  -0.412
H  -0.816  0.771  2.016
N  -2.279  0.134  0.805
H  3.634  -1.628  -3.321
C  -0.051  1.140  0.000
H  -0.508  1.073  -1.005
H  -2.447  -0.217  -0.170
Br  -0.503  -2.524  1.177
N  0.814  -0.186  0.057
Br  3.806  -0.587  -2.456

Force components x, y, z for each atom (eV/Å):
H 1.422 3.134 1.046
C -1.668 -1.899 1.756
H -1.363 -0.635 0.129
C -1.415 -1.707 1.832
H 1.509 -0.395 -1.070
H -0.060 1.188 1.521
N 1.498 2.211 -2.131
H -0.236 -1.281 -1.045
C 0.222 -5.872 -3.336
H 0.109 0.879 0.518
H -0.617 -0.172 1.214
Br 0.037 -0.270 -0.117
N 0.377 3.520 -1.421
Br 0.185 1.298 1.105

Properties
multiplicity: 3
⟨S²⟩: 2.01
E_tot: -5375.5774 hartree
energy relative to the best compared isomer or geometry (same formula, charge and spin): 0.00 kJ/mol
Kohn-Sham gap (spin up / spin down): 6.95 / 4.76 eV
charge: +1

3.
Entry from the Open Molecules 2025 dataset: the ion C3H7BrN3 with charge +1 in a non-equilibrium geometry (ωB97M-V/def2-TZVPD).

Atoms and positions in Å:
H  -2.093  1.003  -1.236
C  -0.784  0.546  0.553
H  1.023  -1.958  1.501
N  -1.665  -0.705  1.014
H  -0.531  1.710  -1.219
H  1.241  0.464  1.595
Br  -1.053  2.183  1.585
H  1.156  0.410  -0.163
N  -0.911  -1.592  1.210
N  -1.062  0.883  -0.857
H  0.670  -1.851  -0.122
C  0.642  0.088  0.732
C  0.413  -1.433  0.811
H  -0.537  0.052  -1.422

Force components x, y, z for each atom (eV/Å):
H 2.189 -0.619 1.442
C -1.773 0.564 3.120
H 0.929 -0.152 0.730
N -2.315 5.902 -2.579
H -0.454 -0.252 0.871
H -1.117 0.018 -0.555
Br -0.422 -0.288 -0.256
H 0.713 -0.232 -0.184
N 1.516 -3.217 1.475
N 0.263 -1.949 -4.055
H -0.186 -0.891 -1.517
C 0.406 -0.491 0.377
C 2.317 -0.420 0.033
H -2.065 2.026 1.098

Properties
multiplicity: 3
⟨S²⟩: 2.01
E_tot: -2856.3370 hartree
energy relative to the best compared isomer or geometry (same formula, charge and spin): 0.00 kJ/mol
Kohn-Sham gap (spin up / spin down): 7.02 / 8.48 eV
charge: +1

4.
Entry from the Open Molecules 2025 dataset: the molecule C3H7BrS in a non-equilibrium geometry (ωB97M-V/def2-TZVPD).

Atoms and positions in Å:
H  -1.041  -2.580  -1.068
H  -1.261  -0.095  -1.337
H  1.308  0.507  -0.889
H  1.175  -0.811  0.320
S  -1.120  -2.114  0.138
H  -0.664  1.718  0.230
C  -0.349  0.697  0.475
C  -1.447  -0.234  -0.266
H  -0.362  0.737  1.699
C  1.047  0.236  0.182
Br  -3.182  0.344  0.012
H  1.697  0.841  0.773

Force components x, y, z for each atom (eV/Å):
H -0.013 -0.198 -1.297
H 0.086 -0.311 0.320
H -0.156 -0.581 0.964
H 0.179 -0.630 0.308
S -0.637 2.072 1.145
H 0.655 -0.115 -0.350
C -1.849 -1.058 2.779
C 3.272 -0.841 0.534
H -0.876 -0.612 -2.828
C 0.056 1.886 -2.615
Br -1.522 0.319 0.470
H 0.805 0.070 0.569

Properties
SMILES: CC[C@@H](S)Br
E_tot: -3090.6667 hartree
energy relative to the best compared isomer or geometry (same formula, charge and spin): 106.74 kJ/mol
Kohn-Sham gap: 10.21 eV

5.
Entry from the Open Molecules 2025 dataset: a structure of composition C3H7Cl2NiO in a non-equilibrium geometry (ωB97M-V/def2-TZVPD).

Atoms and positions in Å:
H  -1.317  -0.999  -0.077
H  2.538  1.508  0.752
C  0.424  1.736  0.055
O  -1.025  -3.001  -0.711
Ni  -1.589  -5.011  -0.270
C  1.520  1.561  1.140
Cl  0.571  3.466  -0.435
H  0.329  1.096  -0.823
H  -0.370  -1.186  -1.456
H  -0.540  1.730  0.564
H  1.412  2.236  1.989
Cl  1.415  -0.063  1.907
H  -2.108  -1.469  -1.653
C  -1.259  -1.603  -0.982

Force components x, y, z for each atom (eV/Å):
H -0.596 -0.246 0.340
H -0.241 0.761 -0.183
C -0.199 1.122 1.567
O -0.662 -1.417 0.511
Ni 0.627 3.200 -0.688
C -0.045 -1.348 -0.618
Cl 0.065 -0.110 -0.430
H 0.797 -0.027 0.251
H 0.188 -0.189 -0.445
H 0.038 -0.316 -0.020
H -0.027 0.303 -0.606
Cl -0.398 -0.380 0.031
H -0.165 0.162 0.198
C 0.618 -1.515 0.093

Properties
multiplicity: 4
⟨S²⟩: 3.76
E_tot: -2622.2532 hartree
Kohn-Sham gap (spin up / spin down): 8.67 / 7.18 eV

6.
Entry from the Open Molecules 2025 dataset: the ion C3H7Cl3N2P with charge +1 in a non-equilibrium geometry (ωB97M-V/def2-TZVPD).

Atoms and positions in Å:
H  -2.084  1.457  0.831
H  -2.101  -1.446  -1.417
N  -0.837  -0.183  -0.227
H  -0.552  1.871  0.228
N  1.402  0.235  -0.073
P  3.097  -0.187  -0.341
C  0.427  -0.556  -0.483
H  -1.967  -1.976  0.210
Cl  3.765  -0.317  1.549
C  -1.052  0.997  0.612
Cl  0.835  -2.021  -1.127
H  1.251  1.236  0.229
C  -2.002  -1.029  -0.448
Cl  3.356  1.835  -0.906
H  -3.022  -0.715  -0.113
H  -0.514  0.801  1.476

Force components x, y, z for each atom (eV/Å):
H 1.189 -1.885 -0.637
H 0.207 0.151 -1.219
N -0.728 -0.179 -0.618
H 0.253 0.339 -0.772
N 0.726 0.850 0.390
P 0.174 1.354 -0.779
C -2.207 1.846 1.673
H 0.594 1.220 -0.755
Cl -0.067 0.250 0.104
C -0.915 1.805 -0.621
Cl -0.372 -1.054 -0.602
H -0.109 -1.736 -0.468
C -1.178 -3.022 2.111
Cl 0.638 -0.736 0.332
H 1.321 1.091 -0.466
H 0.473 -0.295 2.327

Properties
SMILES: CN(C)/C(Cl)=[NH+]/P(Cl)Cl
E_tot: -1949.7260 hartree
energy relative to the best compared isomer or geometry (same formula, charge and spin): 0.00 kJ/mol
Kohn-Sham gap: 10.24 eV
charge: +1

7.
Entry from the Open Molecules 2025 dataset: the molecule C3H7Cl3Si in a non-equilibrium geometry (ωB97M-V/def2-TZVPD).

Atoms and positions in Å:
C  -1.485  -0.119  0.818
Cl  3.563  0.161  -0.809
C  0.295  0.563  -0.894
H  -0.777  -1.319  -0.768
Cl  1.581  -2.104  0.507
Si  1.720  -0.032  0.170
H  0.174  1.646  -0.705
H  -1.664  0.930  1.052
H  -1.725  0.111  -1.353
H  -2.460  -0.572  0.998
H  0.599  0.451  -1.942
H  -0.764  -0.517  1.543
C  -0.961  -0.223  -0.617
Cl  1.904  1.023  2.000

Force components x, y, z for each atom (eV/Å):
C -0.061 0.844 0.024
Cl -0.783 0.099 0.390
C 0.897 0.312 0.403
H -0.111 0.939 -0.374
Cl -0.013 1.021 0.045
Si 0.935 -0.200 0.314
H -0.037 -0.402 -0.032
H 0.240 0.213 0.217
H 0.264 -0.373 0.528
H 0.194 -0.425 -0.313
H 0.050 -0.008 0.169
H -0.198 0.046 -0.109
C -1.181 -1.317 -0.146
Cl -0.197 -0.748 -1.116

Properties
SMILES: CCC[Si](Cl)(Cl)Cl
E_tot: -1788.7450 hartree
energy relative to the best compared isomer or geometry (same formula, charge and spin): 0.10 kJ/mol
Kohn-Sham gap: 11.67 eV

8.
Entry from the Open Molecules 2025 dataset: a structure of composition C3H7Cl4Hg2O in a non-equilibrium geometry (ωB97M-V/def2-TZVPD).

Atoms and positions in Å:
O  0.162  -1.691  -2.152
H  -3.027  1.027  3.530
H  -1.506  -0.683  -1.457
Cl  -2.140  -0.787  2.182
H  -3.845  0.899  1.948
Cl  -1.915  2.078  1.654
C  -0.502  -0.937  -1.120
Hg  2.393  -2.395  -2.512
H  2.289  1.664  -0.573
H  3.886  1.661  0.292
Cl  3.310  -0.442  -0.700
C  -2.892  0.815  2.470
Cl  2.341  0.924  1.731
Hg  -1.062  -1.671  -4.226
H  -0.531  -1.540  -0.212
C  2.979  1.104  0.059
H  0.060  -0.025  -0.914

Force components x, y, z for each atom (eV/Å):
O -0.600 -0.926 -2.967
H 0.458 -0.053 0.027
H 0.047 -0.041 0.329
Cl 0.022 1.394 -0.011
H -0.103 -0.474 0.062
Cl 0.399 -0.893 0.432
C 0.316 0.602 0.312
Hg -0.057 1.104 1.214
H 0.193 0.016 0.167
H 0.693 -0.373 -0.910
Cl 1.133 -1.935 -0.578
C -1.158 0.261 0.040
Cl 0.059 -0.234 -1.234
Hg 0.540 -0.029 1.349
H -0.098 -0.303 -0.163
C -1.765 1.786 2.065
H -0.081 0.098 -0.133

Properties
multiplicity: 2
⟨S²⟩: 0.76
E_tot: -2339.1996 hartree
Kohn-Sham gap (spin up / spin down): 3.78 / 3.66 eV
charge: +4

9.
Entry from the Open Molecules 2025 dataset: the molecule C3H7ClFN in a non-equilibrium geometry (ωB97M-V/def2-TZVPD).

Atoms and positions in Å:
C  -0.800  -0.734  0.274
H  -0.528  -0.601  1.322
H  -0.857  -1.797  -0.101
H  1.290  1.495  0.820
Cl  -2.354  0.086  -0.062
C  1.653  -0.789  0.109
H  1.800  -1.706  -0.460
C  0.465  -0.099  -0.415
H  -0.240  1.781  0.160
N  0.606  1.251  0.093
H  0.402  -0.226  -1.466
H  1.649  -0.912  1.216
F  2.705  0.165  -0.101

Force components x, y, z for each atom (eV/Å):
C 1.445 -0.853 -1.173
H -0.755 -0.508 0.100
H -0.348 0.940 0.859
H -0.606 -0.647 -0.877
Cl 0.501 -0.146 -0.021
C 1.460 0.524 0.478
H 0.689 -0.090 0.307
C -1.965 1.176 2.840
H -0.263 0.049 0.048
N -0.198 1.141 -0.399
H -0.023 0.463 -1.206
H -0.211 -0.307 -0.801
F 0.274 -1.744 -0.155

Properties
SMILES: N[C@@H](CF)CCl
E_tot: -733.2875 hartree
energy relative to the best compared isomer or geometry (same formula, charge and spin): 99.39 kJ/mol
Kohn-Sham gap: 10.08 eV

Q: Among the records above, which one has the highest E_tot?
A: C3H7BO2